17
Properties=species:S:1:pos:R:3:nbo_charge:R:1 method="wB97M-V/def2-TZVPD" homo_lumo_gap_ev=6.73 charge=-1 mol_weight_g_mol=124.185 e_lumo_ev=2.7957 e_tot_ha=-723.584933 homo_ev=-3.9 de_lowest_kj_mol=417.6
S -2.71133 0.33007 0.13326 -0.24
O 0.69544 0.07655 1.71016 -0.88
O 0.02402 -2.45032 1.09174 -1.02
N 1.07809 0.34501 -0.73012 -0.72
C -1.40961 -0.12148 -0.97480 -0.63
C -0.28043 0.89577 -0.99730 -0.06
C 1.43076 0.63425 0.80071 0.15
H -1.04541 1.73359 0.72778 0.26
H -0.97446 -1.09648 -0.62907 0.23
H -1.66418 -0.40301 -2.03155 0.22
H 2.50647 0.28641 0.78552 0.09
H 1.03604 -0.66201 -0.84156 0.35
H 1.37391 1.77178 0.77087 0.07
H -0.50955 1.45465 -0.03015 0.01
H 0.84605 -2.74815 0.70842 0.45
H 0.06334 -1.51639 1.42141 0.53
H -0.45917 1.46976 -1.91530 0.19

15
Properties=species:S:1:pos:R:3:nbo_charge:R:1 method="wB97M-V/def2-TZVPD" smiles=CC[NH2+][C@H](I)OI homo_lumo_gap_ev=8.68 charge=+1 mol_weight_g_mol=327.911 e_lumo_ev=-5.0846 e_tot_ha=-844.155676 homo_ev=-13.8 de_lowest_kj_mol=171.7
I 2.52085 1.93167 0.23374 0.49
I 2.86925 -1.94294 0.28769 0.22
O 1.90576 0.62527 -1.20173 -0.68
N 0.28654 -0.57073 0.14472 -0.58
C -0.98585 0.08636 -0.34015 -0.24
C 1.48052 -0.69288 -0.74232 0.12
C -1.80652 0.68963 0.78890 -0.66
H 0.36999 -1.52924 0.52556 0.45
H 1.14431 -1.11108 -1.59857 0.21
H -0.47128 0.74615 -1.21286 0.25
H 0.56530 0.02534 0.91108 0.43
H -2.78944 0.97173 0.32682 0.27
H -1.29234 1.47261 1.36035 0.24
H -1.60816 -0.62143 -0.96506 0.25
H -2.18894 -0.08048 1.48184 0.24

69
Properties=species:S:1:pos:R:3:nbo_charge:R:1 method="wB97M-V/def2-TZVPD" homo_lumo_gap_ev=9.41 charge=0 mol_weight_g_mol=707.043 e_lumo_ev=0.5105 e_tot_ha=-2914.487150 homo_ev=-8.9
Sr -0.07228 -0.57385 0.30124 1.82
S 0.19189 -3.64043 -0.49811 2.22
S -2.09197 -2.60995 0.79877 2.19
F 1.56822 -4.51057 -2.50199 -0.30
F -0.55949 -4.89489 -2.65268 -0.29
F -3.96566 -3.85093 2.06883 -0.30
F -3.54226 -4.64603 0.09305 -0.30
F -2.19650 -5.05554 1.74089 -0.29
F 0.21041 -2.89998 -3.01162 -0.30
O -1.20271 -2.33497 1.91337 -0.98
O -3.07205 -1.61424 0.48562 -0.91
O 1.22544 -2.65973 -0.20447 -1.01
O 0.21225 -4.88496 0.18992 -0.88
N 1.53300 0.62479 -1.73156 -0.40
N 2.34771 0.24284 -0.70276 -0.39
N -1.71909 1.55800 -0.85377 -0.38
N 0.61270 1.88775 0.82234 -0.40
N -0.83316 1.61691 -1.89215 -0.37
N -1.22515 -2.84909 -0.53280 -1.27
N 0.87513 2.57754 -0.30510 -0.33
C 2.91719 -0.89490 -2.55587 -0.36
C 4.25273 -1.27307 -0.32129 -0.26
C 0.35895 -4.00863 -2.29670 0.75
C -2.92787 1.76824 -1.37467 0.17
C -3.00501 -4.15921 1.20498 0.75
C 0.86684 2.69290 1.84324 0.16
C 1.29245 3.81678 0.00021 0.01
C 3.91737 -1.15425 1.16433 -0.60
C 0.12962 0.80814 3.30501 -0.60
C 1.87132 -0.05330 -2.84917 -0.01
C -4.12668 2.09213 -0.51518 -0.25
C 4.55802 -2.71874 -0.70960 -0.60
C -1.49555 1.81628 -3.04763 -0.01
C 0.70992 2.21610 3.25677 -0.24
C 2.04652 2.27278 3.99988 -0.60
C -4.34266 1.16045 0.66813 -0.59
C 3.18069 -0.66954 -1.18895 0.19
C -2.83841 1.90132 -2.77405 -0.36
C -5.40099 2.19424 -1.34898 -0.60
C 1.30327 3.94344 1.37175 -0.36
B 0.67736 1.93554 -1.67286 0.54
H 5.35989 -3.11595 -0.08565 0.21
H -0.83635 0.75473 2.79402 0.20
H -3.63273 2.08659 -3.47490 0.23
H 3.05683 -1.78089 1.41356 0.20
H 5.16051 -0.68546 -0.50194 0.21
H 1.35987 0.13079 -3.78099 0.22
H -5.31298 2.94149 -2.13796 0.21
H -6.24228 2.47621 -0.71484 0.21
H -0.95844 1.93144 -3.97519 0.22
H 2.77242 1.61090 3.52215 0.21
H 1.03642 2.67710 -2.54612 -0.04
H 3.69106 -0.12420 1.43831 0.22
H 2.46003 3.28099 3.99144 0.22
H 1.92795 1.96076 5.03899 0.21
H -3.43937 1.05825 1.26930 0.21
H 4.87798 -2.79728 -1.74944 0.21
H -4.63990 0.16925 0.33399 0.22
H 3.41775 -1.56829 -3.23016 0.23
H 4.75804 -1.49881 1.76849 0.21
H 0.00941 2.88788 3.76328 0.21
H -3.91406 3.08780 -0.10829 0.21
H 0.83676 0.09307 2.86314 0.18
H 1.54746 4.51531 -0.77906 0.22
H 3.67793 -3.34697 -0.57466 0.21
H 1.58536 4.80872 1.94657 0.23
H -5.63819 1.23368 -1.81234 0.21
H -0.02993 0.48581 4.33396 0.23
H -5.13293 1.55770 1.30805 0.20

13
Properties=species:S:1:pos:R:3:nbo_charge:R:1 method="wB97M-V/def2-TZVPD" smiles="C1=[NH+]n2cc(cn2)N1" homo_lumo_gap_ev="8.44 / 8.68" charge=+1 mol_weight_g_mol=109.112 e_lumo_ev="-5.7168 / -5.6710" e_tot_ha=-373.929635 homo_ev="-14.2 / -14.4" de_lowest_kj_mol=587.4
N 1.72429 -0.09065 0.74449 -0.20
N 1.15804 -0.82472 -0.33417 -0.15
N -1.22932 0.78946 -0.09800 -0.54
N -0.09326 -1.25092 0.15586 -0.38
C 1.21497 1.08271 0.75150 0.04
C 0.21867 1.12831 -0.38360 0.07
C -1.14703 -0.46127 0.43463 0.36
C 0.69304 0.13201 -1.25548 0.06
H -2.14020 1.08105 -0.40132 0.46
H -2.09487 -0.94293 0.71410 0.27
H 0.24109 -0.16138 -2.27000 0.26
H 1.35823 1.73619 1.62019 0.26
H 0.09635 -2.21785 0.32182 0.47

9
Properties=species:S:1:pos:R:3:nbo_charge:R:1 method="wB97M-V/def2-TZVPD" smiles="C=C.O=P" homo_lumo_gap_ev=8.72 charge=0 mol_weight_g_mol=76.035 e_lumo_ev=-1.1140 e_tot_ha=-495.714481 homo_ev=-9.8 de_lowest_kj_mol=173.4
P -3.36713 -0.66121 -0.14732 1.14
O -4.53978 0.18363 0.09074 -0.94
C 1.52613 0.25597 -0.28806 -0.38
C 0.28132 0.46403 0.06327 -0.40
H -3.63872 -1.50971 -1.30752 -0.19
H 1.99806 1.01064 -0.84180 0.19
H -0.45897 -0.27416 0.44886 0.20
H 2.10983 -0.73130 -0.21816 0.20
H -0.13463 1.40009 -0.29638 0.19

35
Properties=species:S:1:pos:R:3:nbo_charge:R:1 method="wB97M-V/def2-TZVPD" homo_lumo_gap_ev=7.53 charge=+1 mol_weight_g_mol=454.891 e_lumo_ev=-4.4343 e_tot_ha=-2262.794039 homo_ev=-12.0 de_lowest_kj_mol=50.5
Hf 0.72564 -0.12723 -0.38905 1.56
Cl -1.34029 -1.24938 1.28804 0.11
Cl -0.55075 1.50239 1.49975 0.13
S 2.17362 -0.73918 1.22769 -0.63
Si 2.47781 2.24638 -1.63912 1.70
Si 0.14461 0.64011 -3.26777 1.66
C 2.93841 3.54857 -2.85711 -1.13
C 0.73926 1.56843 -1.77478 -1.78
C 1.04911 -1.02185 -3.16028 -1.06
C 2.64266 2.97999 0.05574 -1.13
C 0.35384 1.55515 -4.84170 -1.12
C -0.89341 0.03158 2.44738 -0.36
C -1.63919 0.20398 -2.97610 -1.11
C 3.56401 0.73137 -1.78982 -1.12
H -2.25605 1.10309 -2.89574 0.26
H 2.19235 4.34845 -2.86120 0.25
H 2.60802 2.22901 0.84718 0.25
H 2.11637 -0.95385 -3.36344 0.28
H 3.71151 0.43642 -2.83199 0.24
H 1.85148 3.71524 0.23611 0.24
H 4.54374 0.92697 -1.34380 0.27
H 0.60811 -1.74589 -3.84956 0.29
H 3.21020 -0.16989 -1.26213 0.22
H 0.03789 2.36936 -1.49750 0.30
H 3.60151 3.49695 0.16360 0.26
H 0.01808 -0.27510 2.94424 0.28
H -0.11275 2.53962 -4.75836 0.26
H -2.05155 -0.41862 -3.77533 0.26
H -0.11340 1.01945 -5.67313 0.26
H 3.90548 3.98626 -2.59453 0.26
H 0.97989 -1.57408 -2.17738 0.15
H -1.78495 -0.36467 -2.04202 0.21
H 3.01431 3.15210 -3.87342 0.24
H -1.73762 0.22224 3.09668 0.26
H 1.41021 1.70026 -5.08171 0.26